DFT (ωB97M-V/def2-TZVPD) results for a structure of composition C4H7OTm in a non-equilibrium geometry.

charge = +3
2S+1 = 4
calculated total energy = -35799.271 eV
orbital gap (spin up / spin down) = 9.980 / 5.594 eV
highest occupied orbital energy (spin up / spin down) = -23.62 / -22.36 eV

Geometry as XYZ:
```
13
Properties=species:S:1:pos:R:3:lowdin_charge:R:1
Tm 3.7265 -0.3195 -1.8811 1.8840
O 2.1917 -0.4543 -0.1271 -0.1019
C -1.5800 0.0637 0.3842 0.0230
C -0.8821 1.0528 -0.4823 0.1440
C 0.9891 -0.7845 0.2546 -0.2348
C -0.0934 0.1399 0.6061 -0.0646
H 1.0873 -1.6178 1.0243 0.2269
H -1.9374 -0.8528 -0.0948 0.1724
H 0.1673 0.6357 1.5498 0.1966
H -0.9730 2.1133 -0.2496 0.1643
H -2.1973 0.4529 1.1955 0.1781
H 0.3223 -1.2410 -0.6358 0.2606
H -0.8208 0.8114 -1.5439 0.1514
```